[1]
Entry from OMol25: a molecular structure, C39H55BCaN9S in a non-equilibrium geometry (the ωB97M-V functional and the def2-TZVPD basis).

XYZ file:
```
106
Properties=species:S:1:pos:R:3
Ca 0.035 0.558 -0.777
C -2.966 2.251 -1.912
C -3.297 2.782 -0.517
C -4.790 3.091 -0.418
C -2.871 1.821 0.566
C -3.470 1.588 1.804
C -2.713 0.600 2.411
C -2.906 0.043 3.793
C -4.369 -0.341 4.033
C -2.429 1.067 4.832
N -1.726 0.250 1.555
N -1.820 1.014 0.412
B -0.735 -0.970 1.672
N 0.743 -0.507 1.891
N 1.435 0.302 1.000
C 2.639 0.507 1.550
C 2.735 -0.156 2.770
C 1.522 -0.791 2.958
C 1.142 -1.652 4.136
C 2.036 -2.895 4.195
C 1.230 -0.853 5.440
C 3.715 1.396 0.983
C 3.739 2.732 1.736
C 3.615 1.637 -0.514
N -0.905 -1.944 0.459
N -0.858 -1.538 -0.862
C -1.299 -2.559 -1.590
C -1.608 -3.644 -0.764
C -1.347 -3.221 0.525
C -1.542 -3.977 1.809
C -2.943 -3.726 2.379
C -1.296 -5.469 1.588
C -1.453 -2.501 -3.085
C -0.428 -3.385 -3.803
C -1.443 -1.074 -3.622
H -3.269 2.968 -2.677
H -3.499 1.314 -2.094
H -1.900 2.065 -2.057
H -2.764 3.725 -0.367
H -5.377 2.169 -0.453
H -5.100 3.726 -1.250
H -5.036 3.614 0.508
H -4.343 2.073 2.217
H -2.293 -0.850 3.902
H -5.002 0.550 4.080
H -4.469 -0.869 4.984
H -4.755 -0.985 3.240
H -3.027 1.980 4.770
H -1.383 1.339 4.673
H -2.529 0.663 5.843
H -1.055 -1.577 2.635
H 3.592 -0.175 3.429
H 0.116 -1.986 4.019
H 3.078 -2.615 4.367
H 1.991 -3.464 3.264
H 1.725 -3.550 5.013
H 2.257 -0.532 5.629
H 0.909 -1.468 6.286
H 0.600 0.039 5.406
H 4.658 0.882 1.181
H 2.810 3.284 1.554
H 4.575 3.350 1.398
H 3.834 2.586 2.812
H 2.713 2.207 -0.741
H 3.596 0.698 -1.073
H 4.471 2.221 -0.858
H -1.975 -4.613 -1.072
H -0.811 -3.618 2.535
H -3.702 -4.090 1.682
H -3.120 -2.660 2.544
H -3.075 -4.248 3.331
H -2.072 -5.907 0.952
H -1.318 -5.998 2.543
H -0.328 -5.653 1.116
H -2.438 -2.926 -3.284
H 0.589 -3.026 -3.619
H -0.604 -3.374 -4.881
H -0.491 -4.419 -3.458
H -0.460 -0.611 -3.505
H -2.185 -0.455 -3.113
H -1.673 -1.066 -4.688
N 2.819 1.923 -4.107
C 3.649 0.861 -4.573
C 4.645 1.138 -5.489
C 5.473 0.120 -5.950
C 5.298 -1.175 -5.493
C 4.292 -1.451 -4.570
C 3.472 -0.436 -4.112
S 2.214 -0.822 -2.934
N 1.434 0.674 -2.698
C 1.810 1.777 -3.228
C 1.097 3.033 -2.787
C 1.124 4.204 -3.514
C 0.506 5.332 -2.989
C -0.111 5.251 -1.758
C -0.119 4.028 -1.107
N 0.461 2.937 -1.610
H 3.085 2.853 -4.376
H 4.777 2.154 -5.850
H 6.249 0.348 -6.670
H 5.936 -1.975 -5.849
H 4.148 -2.465 -4.207
H 1.593 4.252 -4.488
H 0.512 6.263 -3.543
H -0.590 6.111 -1.308
H -0.607 3.908 -0.146
```

Charge: +1
HOMO, eV: -10.297
Kohn-Sham gap, eV: 7.2
Energy, hartree: -3112.6528

Atom charges from the Löwdin analysis, given in e for atoms 1 to 4: 1.329 -0.066 -0.365 -0.066



[2]
Entry from OMol25: a molecular structure, C39H55BCl5N3P2Pb in a non-equilibrium geometry (the ωB97M-V functional and the def2-TZVPD basis).

XYZ file:
```
106
Properties=species:S:1:pos:R:3
Pb 0.712 1.183 1.013
C 1.631 3.752 -2.232
C 1.259 4.216 -0.836
C 2.234 5.008 -0.125
C 1.948 5.415 1.166
C 0.743 5.070 1.800
C -0.191 4.330 1.080
C 0.066 3.898 -0.221
H 2.579 3.247 -2.182
H 1.754 4.621 -2.894
H 0.808 3.159 -2.703
H 3.156 5.289 -0.595
H 2.623 6.067 1.710
H 0.581 5.376 2.831
H -1.141 4.063 1.556
H -0.625 3.292 -0.765
C 4.057 -1.743 3.676
C 4.064 -1.060 2.295
C 4.279 0.446 2.538
C 5.199 -1.578 1.448
P 2.373 -1.280 1.498
C 2.909 -0.960 -0.256
N 1.815 -0.819 -1.185
B 0.542 -0.159 -1.005
N -0.047 -0.208 -2.322
C -1.221 0.376 -2.920
P -2.806 0.476 -1.886
C -3.276 -1.354 -1.751
C -2.557 -2.313 -2.691
C -3.065 -1.816 -0.267
C -4.796 -1.629 -1.951
C -3.815 1.413 -3.203
C -3.436 2.888 -3.060
C -3.605 0.953 -4.664
C -5.334 1.317 -2.908
C 0.882 -0.761 -3.217
C 0.870 -0.845 -4.597
C 1.937 -1.464 -5.238
C 3.018 -1.925 -4.523
C 3.097 -1.750 -3.134
C 2.026 -1.198 -2.506
C 1.894 -3.105 1.499
C 0.670 -3.269 0.534
C 1.428 -3.486 2.907
C 2.977 -4.098 1.058
H 4.991 -1.490 4.186
H 4.066 -2.832 3.575
H 3.159 -1.457 4.267
H 5.275 0.614 2.889
H 3.598 0.839 3.298
H 4.092 1.044 1.625
H 6.139 -1.711 1.953
H 5.435 -0.890 0.629
H 5.024 -2.564 1.006
H 3.581 -1.763 -0.568
H 3.589 -0.100 -0.269
H -1.494 -0.236 -3.761
H -0.951 1.409 -3.324
H -1.501 -2.348 -2.581
H -2.709 -2.106 -3.739
H -2.874 -3.330 -2.515
H -2.084 -1.448 0.086
H -3.814 -1.264 0.290
H -3.145 -2.894 -0.140
H -5.126 -1.534 -2.992
H -5.372 -0.940 -1.312
H -5.000 -2.669 -1.675
H -2.408 3.125 -3.246
H -3.699 3.233 -2.071
H -4.108 3.421 -3.742
H -2.586 1.158 -5.005
H -4.307 1.484 -5.309
H -3.885 -0.091 -4.769
H -5.521 1.319 -1.848
H -5.758 0.413 -3.352
H -5.774 2.193 -3.338
H 0.045 -0.407 -5.137
H 1.822 -1.568 -6.300
H 3.781 -2.435 -5.065
H 3.959 -2.093 -2.586
H -0.070 -2.485 0.714
H 0.201 -4.239 0.784
H 1.020 -3.225 -0.488
H 0.964 -2.617 3.419
H 2.228 -3.873 3.523
H 0.674 -4.271 2.825
H 3.322 -3.882 0.065
H 2.552 -5.125 1.065
H 3.860 -4.218 1.687
C -1.565 -1.340 5.274
C -1.717 -1.997 3.974
N -1.813 -2.396 2.898
H -2.226 -0.484 5.409
H -0.534 -1.002 5.426
H -1.759 -2.090 6.061
Cl -2.835 1.453 1.099
C -2.189 1.647 2.715
C -0.844 1.316 2.877
C -0.347 1.589 4.123
Cl 1.329 1.317 4.425
C -1.105 2.150 5.157
Cl -0.326 2.442 6.683
C -2.436 2.419 4.942
Cl -3.416 2.996 6.255
C -2.991 2.221 3.688
Cl -4.639 2.575 3.462
```

Relative energy (zero: lowest compared OMol25 entry of this formula, charge and spin), kcal per mole: 0.0
HOMO, eV: -7.038
Kohn-Sham gap, eV: 7.4
Energy, hartree: -4884.7274

Atom charges from the Löwdin analysis, given in e for atoms 1 to 4: 1.159 -0.039 -0.284 -0.031



[3]
Entry from OMol25: a molecular structure, C39H55BIrN9S6 in a non-equilibrium geometry (the ωB97M-V functional and the def2-TZVPD basis).

XYZ file:
```
111
Properties=species:S:1:pos:R:3
Ir -0.380 2.487 -0.961
C 4.839 2.253 0.224
C 3.999 1.092 -0.155
C 4.519 -0.148 -0.428
C 3.656 -1.217 -0.771
N 2.373 -1.005 -0.960
N 1.860 0.192 -0.755
B 0.340 0.394 -1.044
N 0.035 -0.182 -2.453
N -0.212 -1.473 -2.468
C -0.368 -2.121 -3.598
C -0.270 -1.427 -4.827
C -0.064 -0.069 -4.840
C -0.009 0.729 -6.089
C 0.098 0.566 -3.573
S 0.390 2.237 -3.423
C -0.611 -3.606 -3.535
C -1.941 -3.952 -4.224
C -0.647 -4.070 -2.078
C 0.519 -4.316 -4.293
N -0.524 -0.362 -0.030
N 0.020 -1.153 0.862
C -0.740 -1.891 1.639
C -2.141 -1.921 1.465
C -2.733 -1.049 0.584
C -4.201 -0.916 0.420
C -1.858 -0.197 -0.134
S -2.426 1.104 -1.085
C -0.070 -2.692 2.722
C -0.437 -4.174 2.579
C 1.443 -2.529 2.601
C -0.562 -2.179 4.086
C 2.592 1.223 -0.304
S 1.791 2.692 0.076
C 4.225 -2.610 -0.843
C 5.384 -2.689 -1.847
C 4.751 -2.939 0.565
C 3.164 -3.633 -1.224
H 5.793 1.928 0.631
H 4.338 2.904 0.935
H 5.043 2.846 -0.667
H 5.584 -0.310 -0.377
H -0.375 -1.968 -5.753
H -0.208 0.109 -6.958
H 0.974 1.190 -6.205
H -0.735 1.540 -6.059
H -2.778 -3.453 -3.744
H -2.104 -5.025 -4.161
H -1.926 -3.681 -5.277
H -1.490 -3.625 -1.557
H 0.268 -3.781 -1.569
H -0.747 -5.150 -2.034
H 0.523 -4.054 -5.347
H 0.375 -5.389 -4.220
H 1.492 -4.074 -3.876
H -2.743 -2.601 2.046
H -4.732 -1.631 1.041
H -4.488 -1.066 -0.621
H -4.508 0.092 0.698
H -0.176 -4.535 1.590
H -1.494 -4.346 2.751
H 0.112 -4.753 3.315
H 1.757 -2.875 1.622
H 1.946 -3.109 3.365
H 1.729 -1.485 2.702
H -1.643 -2.253 4.175
H -0.274 -1.141 4.240
H -0.122 -2.780 4.877
H 6.244 -2.101 -1.538
H 5.076 -2.363 -2.837
H 5.710 -3.723 -1.920
H 5.583 -2.305 0.850
H 5.097 -3.968 0.580
H 3.965 -2.834 1.306
H 2.834 -3.483 -2.246
H 2.307 -3.563 -0.562
H 3.581 -4.633 -1.146
S 0.125 5.139 -1.118
C -1.545 5.271 -1.197
N -2.325 4.216 -1.156
C -3.634 4.558 -1.184
C -4.737 3.696 -1.136
C -6.003 4.230 -1.124
C -6.215 5.624 -1.161
C -5.156 6.501 -1.242
C -3.868 5.975 -1.253
S -2.379 6.834 -1.299
H -4.577 2.632 -1.105
H -6.860 3.572 -1.083
H -7.222 6.010 -1.119
H -5.314 7.568 -1.280
C -2.636 4.907 4.186
C -2.392 3.438 4.511
N -0.986 3.089 4.423
C -0.370 2.673 3.332
S -1.277 2.419 1.887
N 0.930 2.404 3.316
C 1.864 2.537 4.427
C 1.844 1.322 5.350
H -3.667 5.159 4.412
H -2.452 5.113 3.135
H -1.993 5.545 4.786
H -2.944 2.801 3.815
H -2.721 3.227 5.528
H -0.427 3.303 5.241
H 1.300 2.056 2.442
H 1.640 3.450 4.986
H 2.856 2.654 3.993
H 0.849 1.150 5.754
H 2.527 1.493 6.177
H 2.169 0.430 4.817
```

<S²>: 0.793
Charge: +3
HOMO (spin up / spin down), eV: -15.895 / -15.887
Kohn-Sham gap (spin up / spin down), eV: 5.6 / 5.1
Spin multiplicity: 2
Energy, hartree: -4529.4601

Atom charges from the Löwdin analysis, given in e for atoms 1 to 4: 0.660 -0.029 -0.218 0.108



[4]
Entry from OMol25: a molecular structure, C39H56BaCl2N2O6Si3 in a non-equilibrium geometry (the ωB97M-V functional and the def2-TZVPD basis).

XYZ file:
```
109
Properties=species:S:1:pos:R:3
Ba 0.419 0.506 -0.071
C -3.586 0.755 4.173
Si -2.748 -0.133 2.670
C -1.050 -0.734 3.341
C -3.783 -1.758 2.620
C -2.725 0.875 1.089
Si -2.669 2.742 1.109
C -1.640 3.600 2.479
C -4.411 3.567 1.331
C -1.980 3.519 -0.505
Si -3.905 0.254 -0.213
C -4.132 1.280 -1.811
C -5.761 0.102 0.386
C -3.465 -1.525 -0.737
C -4.324 -2.264 -1.544
C -3.981 -3.538 -1.946
C -2.768 -4.054 -1.518
C -1.978 -3.259 -0.704
N -2.313 -2.040 -0.321
H -3.537 0.170 5.088
H -4.634 0.936 3.953
H -3.124 1.716 4.365
H -1.065 -0.886 4.419
H -0.276 -0.007 3.119
H -0.767 -1.675 2.871
H -3.679 -2.354 3.523
H -3.481 -2.371 1.781
H -4.836 -1.532 2.498
H -1.975 3.325 3.471
H -1.706 4.681 2.392
H -0.595 3.331 2.403
H -4.909 3.161 2.206
H -5.036 3.358 0.471
H -4.353 4.646 1.447
H -1.810 2.750 -1.247
H -1.025 4.008 -0.320
H -2.654 4.257 -0.939
H -4.401 2.305 -1.578
H -4.896 0.872 -2.466
H -3.208 1.292 -2.370
H -5.964 0.899 1.094
H -5.944 -0.835 0.901
H -6.504 0.180 -0.407
H -5.259 -1.820 -1.849
H -4.636 -4.121 -2.584
H -2.442 -5.045 -1.810
H -1.022 -3.620 -0.342
Cl 3.388 4.879 6.254
C 2.762 3.886 4.967
C 1.583 3.168 5.177
C 1.090 2.374 4.183
C 1.702 2.263 2.887
O 1.221 1.507 2.002
C 2.887 3.068 2.707
C 3.543 3.156 1.426
O 3.091 2.845 0.346
C 3.408 3.826 3.761
H 1.066 3.249 6.123
H 0.174 1.825 4.335
H 4.568 3.611 1.480
H 4.303 4.409 3.592
O -0.722 0.709 -2.046
Cl -0.749 -0.467 -2.846
O -0.075 -0.209 -4.069
O -2.094 -0.824 -3.125
O -0.106 -1.527 -2.160
C 3.046 3.676 -3.114
C 3.697 2.338 -2.892
C 4.957 2.046 -3.416
C 5.527 0.816 -3.126
C 6.879 0.448 -3.690
C 4.863 -0.103 -2.331
C 3.567 0.135 -1.794
C 3.037 1.399 -2.142
N 2.833 -0.660 -1.004
C 3.160 -2.048 -0.778
C 4.425 -2.238 0.090
C 4.700 -3.719 0.331
C 3.536 -4.347 1.091
C 2.264 -4.182 0.264
C 2.425 -4.921 -1.061
C 3.586 -4.303 -1.831
C 4.871 -4.425 -1.013
C 3.274 -2.834 -2.102
C 2.007 -2.700 0.003
H 3.680 4.331 -3.714
H 2.858 4.148 -2.148
H 2.086 3.551 -3.615
H 5.481 2.770 -4.030
H 7.364 1.312 -4.143
H 6.766 -0.324 -4.455
H 7.534 0.048 -2.914
H 5.394 -1.019 -2.117
H 2.050 1.633 -1.761
H 4.257 -1.718 1.036
H 5.295 -1.788 -0.381
H 5.623 -3.835 0.919
H 3.414 -3.852 2.057
H 3.738 -5.409 1.276
H 1.415 -4.608 0.814
H 1.510 -4.824 -1.646
H 2.611 -5.986 -0.881
H 3.716 -4.834 -2.785
H 5.698 -3.969 -1.562
H 5.114 -5.481 -0.851
H 2.314 -2.736 -2.612
H 4.037 -2.403 -2.746
H 1.893 -2.169 0.952
H 1.104 -2.573 -0.589
```

Relative energy (zero: lowest compared OMol25 entry of this formula, charge and spin), kcal per mole: 14.6
Charge: -2
HOMO, eV: -1.419
Kohn-Sham gap, eV: 5.4
Energy, hartree: -3895.0277

Atom charges from the Löwdin analysis, given in e for atoms 1 to 4: 1.963 -0.194 0.417 -0.186